Entry from the OMol25 dataset: C3H8NO2S2 as an isolated structure in a non-equilibrium geometry (ωB97M-V with the def2-TZVPD basis set).

Results
max |F|: 4.7 eV Å⁻¹
E: -30486.9214 eV
total charge: +1
Kohn-Sham gap: 8.922 eV
HOMO: -13.0872 eV
energy above the lowest of the compared OMol25 structures with the same formula, charge and spin: 310.2 kJ/mol

```
16
Properties=species:S:1:pos:R:3:nbo_charge:R:1
S -0.49 0.85 -0.90 0.113
S -4.30 0.47 -0.36 0.327
O -1.07 -1.57 0.27 -0.699
O -2.89 -0.63 -0.54 -0.636
N 2.48 -0.29 -1.09 -0.676
C 1.53 -0.12 -0.14 0.212
C 0.95 1.12 0.35 -0.556
C -1.77 -0.40 0.10 0.405
H 0.67 1.01 1.41 0.264
H -1.70 0.31 1.08 0.191
H 2.97 0.52 -1.36 0.416
H -1.41 -2.14 -0.41 0.499
H 2.73 -1.18 -1.48 0.438
H 1.33 2.12 0.18 0.271
H -5.19 -0.49 -0.80 0.158
H 0.93 -0.96 0.29 0.271
```